Molecular formula: C3H14NPdS
Method: DFT, ωB97M-V/def2-TZVPD

The charge is +1. Its expectation value of S² is 6.01. Its energy above the lowest of the compared OMol25 structures with the same formula, charge and spin is 62.2 kcal per mole. Its multiplicity is 5.

Geometry (Å):
C1 -1.369 -2.982 -0.458
Pd1 -0.417 0.724 -0.086
N1 -1.558 2.359 -0.203
H1 -1.594 -1.642 -0.480
H2 -1.871 2.426 0.730
H3 -2.167 -2.927 -1.076
H4 -1.955 -3.837 -0.051
H5 -0.809 -2.505 0.384
H6 -0.666 -2.977 -1.343
H7 -0.641 2.704 -0.428
H8 -2.200 2.230 -0.946
C2 1.863 1.340 -0.801
S1 1.616 -0.319 -0.082
C3 1.469 0.103 1.695
H9 1.209 1.496 -1.678
H10 2.896 1.223 -1.134
H11 1.769 2.152 -0.072
H12 2.161 -0.632 2.083
H13 1.804 1.124 1.846
H14 0.461 -0.057 2.100


Molecular formula: C3H14O3S
Method: DFT, ωB97M-V/def2-TZVPD

Its energy above the lowest of the compared OMol25 structures with the same formula, charge and spin is 45.0 kcal per mole. The SMILES is CCSC.O.O.O.

Geometry (Å):
C1 -0.659 0.549 0.542
C2 -0.014 -0.184 -0.718
S1 -1.230 -0.935 -1.864
C3 -2.830 -0.099 -1.394
H1 -1.143 1.522 0.344
H2 -1.302 -0.178 1.031
H3 0.110 0.753 1.222
H4 0.550 0.655 -1.176
H5 0.750 -1.065 -0.564
H6 -3.643 -0.214 -2.281
H7 -2.374 0.899 -1.344
H8 -3.246 -0.471 -0.509
O1 0.255 -3.211 3.877
H9 0.023 -2.528 3.164
H10 -0.537 -3.716 3.886
O2 -0.504 4.076 2.249
H11 -0.828 3.513 2.978
H12 0.332 3.597 2.094
O3 5.318 0.339 -1.794
H13 6.081 -0.177 -1.893
H14 5.364 1.153 -2.357


Molecular formula: C3H14O3S
Method: DFT, ωB97M-V/def2-TZVPD

Its energy above the lowest of the compared OMol25 structures with the same formula, charge and spin is 18.3 kcal per mole. The SMILES is CCSC.O.O.O.

Geometry (Å):
C1 1.090 -1.587 1.389
C2 0.502 -0.312 0.773
S1 0.488 -0.459 -1.071
C3 1.021 1.213 -1.478
H1 1.223 -1.412 2.455
H2 0.418 -2.409 1.148
H3 2.068 -1.779 0.954
H4 -0.512 -0.038 1.056
H5 1.137 0.538 1.006
H6 2.094 1.375 -1.323
H7 0.477 1.857 -0.798
H8 0.928 1.470 -2.532
O1 3.581 -1.242 -1.659
H9 2.651 -1.076 -1.396
H10 3.650 -2.171 -1.811
O2 -3.780 1.618 3.070
H11 -3.494 0.711 3.227
H12 -3.893 1.976 3.958
O3 -2.915 0.934 -0.336
H13 -3.098 1.208 -1.220
H14 -2.065 1.315 -0.060


Molecular formula: C3H14O3S2
Method: DFT, ωB97M-V/def2-TZVPD

Its energy above the lowest of the compared OMol25 structures with the same formula, charge and spin is 18.5 kcal per mole. The SMILES is CCSSC.O.O.O.

Geometry (Å):
C1 -1.151 1.351 -0.867
C2 -0.396 2.014 0.284
S1 1.047 1.329 0.982
S2 0.431 -0.421 2.106
C3 1.048 -1.940 1.291
H1 -1.224 0.297 -0.624
H2 -2.172 1.776 -0.945
H3 -0.644 1.488 -1.810
H4 -1.069 2.311 1.113
H5 0.053 2.976 -0.019
H6 1.997 -1.769 0.783
H7 0.300 -2.389 0.654
H8 1.220 -2.564 2.171
O1 2.319 -0.307 -2.002
H9 1.959 0.380 -1.398
H10 2.636 -0.836 -1.258
O2 -0.226 -1.561 -2.229
H11 -0.082 -2.389 -1.761
H12 0.700 -1.244 -2.211
O3 -2.515 0.198 1.984
H13 -1.536 0.213 2.119
H14 -2.693 1.087 1.636


Molecular formula: C3H14O4
Method: DFT, ωB97M-V/def2-TZVPD

Its energy above the lowest of the compared OMol25 structures with the same formula, charge and spin is 34.0 kcal per mole. The SMILES is C=CC.O.O.O.O.

Geometry (Å):
C1 -1.351 -0.744 1.324
C2 -1.222 0.505 1.746
C3 -0.111 1.494 1.454
H1 -2.292 -1.250 1.571
H2 -0.739 -1.303 0.631
H3 -1.946 0.881 2.473
H4 0.848 1.152 1.072
H5 -0.538 2.068 0.622
H6 -0.103 2.128 2.352
O1 -1.272 2.221 -1.579
H7 -0.601 1.530 -1.422
H8 -2.052 1.664 -1.648
O2 2.254 -1.499 -0.045
H9 1.916 -0.669 -0.415
H10 2.620 -1.300 0.832
O3 0.867 0.667 -1.532
H11 1.551 0.985 -2.117
H12 0.813 -0.296 -1.632
O4 0.154 -2.583 -1.284
H13 0.779 -2.353 -0.566
H14 0.427 -3.297 -1.838


Molecular formula: C3H14O5
Method: DFT, ωB97M-V/def2-TZVPD

Its energy above the lowest of the compared OMol25 structures with the same formula, charge and spin is 27.8 kcal per mole. The SMILES is CCC=O.O.O.O.O.

Geometry (Å):
C1 -1.214 0.711 0.876
C2 -0.106 1.757 0.732
C3 -0.639 3.090 0.251
O1 -0.236 4.146 0.668
H1 -1.991 0.842 0.136
H2 -1.679 0.635 1.858
H3 -0.770 -0.275 0.725
H4 0.312 1.933 1.730
H5 0.753 1.500 0.130
H6 -1.462 3.060 -0.489
O2 -0.678 -1.330 -2.486
H7 -0.017 -0.828 -1.974
H8 -0.018 -1.852 -2.970
O3 -0.429 -2.349 2.322
H9 -0.196 -3.278 2.444
H10 -1.005 -2.336 1.550
O4 1.693 -3.499 0.327
H11 1.433 -2.573 0.286
H12 1.706 -3.729 1.269
O5 1.262 1.562 -2.180
H13 2.170 1.262 -2.066
H14 1.109 1.553 -3.139


Number 3 is which compound?
C3H14O3S


Repeat the sixth record exactly.
Molecular formula: C3H14O5
Method: DFT, ωB97M-V/def2-TZVPD

Its energy above the lowest of the compared OMol25 structures with the same formula, charge and spin is 27.8 kcal per mole. The SMILES is CCC=O.O.O.O.O.

Geometry (Å):
C1 -1.214 0.711 0.876
C2 -0.106 1.757 0.732
C3 -0.639 3.090 0.251
O1 -0.236 4.146 0.668
H1 -1.991 0.842 0.136
H2 -1.679 0.635 1.858
H3 -0.770 -0.275 0.725
H4 0.312 1.933 1.730
H5 0.753 1.500 0.130
H6 -1.462 3.060 -0.489
O2 -0.678 -1.330 -2.486
H7 -0.017 -0.828 -1.974
H8 -0.018 -1.852 -2.970
O3 -0.429 -2.349 2.322
H9 -0.196 -3.278 2.444
H10 -1.005 -2.336 1.550
O4 1.693 -3.499 0.327
H11 1.433 -2.573 0.286
H12 1.706 -3.729 1.269
O5 1.262 1.562 -2.180
H13 2.170 1.262 -2.066
H14 1.109 1.553 -3.139


The highest energy above the lowest of the compared OMol25 structures with the same formula, charge and spin belongs to which entry?
C3H14NPdS